1.
The following is a quantum chemistry calculation of a structure of composition C20H32Br4FeN2P2, from the Open Molecules 2025 dataset.

Last column: Mulliken spin population.
Cartesian coordinates (Å):
Br -2.61 -3.38 1.79  0.07
Br -3.42 0.57 1.15  0.11
Br -3.44 -2.80 -1.15  0.08
Br -1.11 2.94 1.04  0.00
Fe -1.87 -1.19 0.36  4.01
P -0.62 -0.50 -1.69  0.29
P 0.43 -1.19 1.40  0.25
N 2.22 0.77 0.92  0.00
N 1.32 1.32 -1.68  0.01
C 0.74 0.43 -0.92  -0.06
C -2.87 2.48 1.50  0.01
C -1.52 0.49 -2.99  0.04
C 3.03 2.97 -1.94  0.00
C 1.47 -2.63 1.04  0.02
C -0.47 0.17 3.67  0.02
C -0.61 0.58 -4.23  0.02
C 1.91 -0.63 3.72  0.02
C 1.18 0.15 0.40  -0.03
C 0.13 -1.92 -2.52  0.02
C 2.38 1.99 -1.16  0.00
C 3.95 2.40 0.69  0.00
C 4.57 3.33 -0.09  0.00
C 0.48 -0.95 3.27  0.05
C -1.85 1.87 -2.46  0.01
C 4.11 3.62 -1.41  0.00
C 2.84 1.70 0.16  0.01
C -2.81 -0.27 -3.35  0.00
C -3.70 -4.03 0.32  0.00
C 0.03 -2.27 3.90  0.00
H -2.48 1.83 -1.57  0.00
H 0.38 0.97 -4.00  0.00
H -0.60 -2.48 -3.10  0.00
H 1.84 -0.40 4.79  0.01
H 5.43 3.86 0.29  0.00
H -3.31 0.28 -4.15  0.00
H 2.57 -1.50 3.62  0.00
H -0.97 -2.58 3.60  0.00
H -0.16 1.14 3.27  0.00
H 0.73 -3.08 3.72  0.00
H 1.57 -2.80 -0.03  0.00
H -1.10 1.27 -4.92  0.01
H 4.29 2.17 1.69  0.00
H -0.01 -2.12 4.98  0.00
H 1.09 -3.54 1.51  0.00
H 0.89 -1.51 -3.19  0.01
H -2.62 -1.27 -3.73  0.00
H -3.03 2.56 2.57  0.00
H -0.52 -0.38 -4.74  0.00
H -4.74 -4.00 0.62  0.00
H -3.51 -0.29 -2.52  0.00
H 2.45 -2.39 1.45  0.01
H 2.35 0.21 3.21  0.00
H 0.60 -2.61 -1.82  0.00
H -3.35 -5.01 0.03  0.00
H -0.96 2.45 -2.24  0.00
H 4.63 4.36 -1.99  0.00
H -3.60 3.02 0.90  0.00
H -2.42 2.41 -3.22  0.00
H -0.47 0.25 4.76  0.00
H 2.68 3.18 -2.94  0.00
H -1.51 -0.03 3.37  0.00

Calculated values
HOMO level (alpha / beta): -0.625 / -0.625 hartree
gap between HOMO and LUMO (alpha / beta): 0.27555 / 0.18576 Ha
charge: +3
multiplicity: 6
total energy: -357346.80294 eV
relative energy (zero: lowest compared OMol25 entry of this formula, charge and spin): 0.000 eV

---

2.
The following is a quantum chemistry calculation of a cluster of 6 separate species, C46H99NO7Si in total in a non-equilibrium geometry, from the Open Molecules 2025 dataset.

Last column: Löwdin charge in e.
Cartesian coordinates (Å):
Si 2.46 0.91 2.35  0.59
O -3.08 5.37 2.32  0.07
O -7.71 1.72 3.43  0.04
O -2.01 -2.16 -0.25  -0.05
O -1.61 1.89 1.93  -0.10
O -1.63 5.30 0.61  0.12
O -6.51 3.39 2.48  0.13
O -1.47 -1.71 1.85  -0.02
N 0.38 0.18 0.67  0.07
C 0.50 4.57 2.74  -0.19
C 7.62 4.38 -0.13  -0.23
C 9.10 4.72 0.04  -0.27
C -1.98 1.26 0.70  -0.24
C -3.12 -1.91 -3.63  -0.11
C -4.08 -0.92 -2.99  -0.26
C -0.01 3.13 3.23  -0.10
C 3.84 -3.26 -3.60  -0.27
C 8.20 -7.73 -4.82  -0.27
C -10.91 2.36 4.05  -0.28
C 6.76 -7.92 -5.29  -0.11
C 2.77 -0.05 3.99  -0.18
C -0.19 2.20 1.98  -0.28
C 3.41 -0.10 1.01  -0.19
C -1.05 0.07 0.24  -0.12
C 3.20 2.65 2.34  -0.17
C -11.83 4.16 6.43  -0.27
C -10.55 3.38 2.98  -0.10
C -6.63 2.22 2.69  -0.48
C 9.43 -6.00 -7.12  -0.27
C -7.84 -1.07 -3.23  -0.12
C 2.64 -3.79 -1.38  -0.23
C 6.87 4.08 1.17  -0.23
C -6.87 -2.17 -3.65  -0.27
C -5.01 -1.56 -1.96  -0.24
C -4.52 1.81 1.18  -0.14
C 0.30 -3.61 -2.37  -0.11
C -5.96 -2.63 -2.52  -0.22
C 1.46 -4.53 -2.01  -0.26
C 3.31 -2.74 -2.27  -0.24
C -0.61 5.67 2.79  -0.10
C -12.35 2.48 4.54  -0.23
C 7.42 1.60 1.31  -0.11
C -5.57 1.19 2.20  -0.10
C 10.91 -6.01 -6.78  -0.11
C -1.79 5.41 1.78  -0.48
C 8.59 -6.25 -4.69  -0.23
C 4.93 -4.31 -3.45  -0.12
C -12.69 3.81 5.22  -0.23
C -11.95 3.16 7.58  -0.12
C -3.43 0.65 0.94  -0.11
C 9.34 5.99 0.85  -0.11
C 0.56 0.82 2.04  -0.21
C -1.54 -1.37 0.65  -0.67
C 7.45 2.95 2.02  -0.27
C 8.55 -5.45 -6.00  -0.23
H -0.97 5.88 3.83  0.13
H -10.21 2.44 4.89  0.09
H 9.54 4.86 -0.95  0.11
H -7.40 1.15 4.15  0.12
H -3.99 2.66 1.69  0.10
H -10.62 4.40 3.36  0.07
H -4.96 0.89 3.11  0.13
H 2.17 -1.00 3.92  0.05
H 5.78 -3.90 -2.89  0.08
H 11.26 -5.00 -6.55  0.07
H -7.31 -0.16 -2.91  0.06
H 6.52 -8.99 -5.33  0.07
H -4.66 -0.42 -3.77  0.10
H -1.04 0.09 -0.89  0.17
H -10.77 1.36 3.64  0.10
H 8.32 -8.20 -3.84  0.10
H -8.47 -1.40 -2.40  0.07
H -6.57 -3.01 -1.69  0.11
H 6.40 1.32 1.04  0.06
H 4.24 -2.42 -4.17  0.10
H -6.28 -1.83 -4.51  0.10
H -3.44 0.05 1.89  0.12
H -0.53 -4.19 -2.79  0.08
H -11.62 2.17 7.28  0.06
H -3.65 -2.69 -4.18  0.07
H 8.03 1.61 0.40  0.07
H -12.56 1.66 5.23  0.10
H -9.52 3.23 2.65  0.05
H -5.60 -0.77 -1.48  0.09
H 9.64 3.88 0.50  0.10
H 5.30 -4.63 -4.43  0.06
H 0.60 2.70 4.06  0.11
H 7.53 3.52 -0.80  0.10
H 3.02 -3.67 -4.20  0.10
H 11.13 -6.66 -5.93  0.07
H -5.37 -3.49 -2.87  0.10
H 0.03 2.73 1.00  0.16
H 7.93 -5.77 -3.97  0.10
H 6.83 4.99 1.79  0.10
H -11.20 3.28 2.11  0.08
H 11.49 -6.39 -7.63  0.07
H 2.82 3.17 3.27  0.03
H 8.47 3.18 2.32  0.10
H -3.50 -0.14 -2.49  0.09
H -13.74 3.78 5.54  0.11
H 0.59 -2.86 -3.11  0.07
H -12.13 5.15 6.80  0.10
H -11.34 3.48 8.42  0.07
H 1.01 4.49 1.74  0.11
H 6.60 -7.50 -6.28  0.07
H -2.50 -2.39 -2.87  0.05
H 2.60 -1.93 -2.46  0.09
H 7.82 0.82 1.96  0.07
H 2.30 -3.30 -0.46  0.09
H -3.02 4.97 3.20  0.11
H 8.84 6.84 0.39  0.08
H -4.98 2.07 0.20  0.12
H 4.14 -2.29 -1.71  0.10
H -12.99 3.09 7.92  0.07
H 6.86 2.87 2.94  0.10
H 4.57 -5.20 -2.92  0.07
H 4.44 -0.38 1.39  0.04
H -0.13 6.63 2.45  0.13
H -1.03 3.32 3.66  0.12
H 1.10 -5.28 -1.31  0.11
H 3.39 -4.53 -1.06  0.10
H -4.40 -2.01 -1.17  0.10
H 3.01 3.23 1.41  0.05
H 3.86 -0.32 4.01  0.04
H 4.31 2.53 2.53  0.04
H 7.12 5.21 -0.63  0.11
H 8.88 -8.25 -5.50  0.10
H 0.94 0.62 -0.06  0.17
H -3.76 0.07 0.05  0.11
H 0.04 0.12 2.76  0.15
H -2.46 -1.40 -4.33  0.07
H -6.03 0.25 1.81  0.13
H -13.03 2.35 3.69  0.11
H 3.53 0.55 0.10  0.04
H -12.62 4.62 4.49  0.10
H 6.06 -7.45 -4.59  0.07
H 9.60 -6.20 -4.26  0.10
H 8.96 5.89 1.87  0.06
H -10.78 4.25 6.14  0.10
H 8.86 -4.42 -5.78  0.11
H 1.31 4.88 3.46  0.11
H 9.28 -5.38 -8.01  0.10
H 2.46 0.52 4.90  0.04
H -7.46 -3.03 -3.99  0.10
H 2.91 -1.09 0.78  0.03
H 1.78 -5.07 -2.91  0.10
H -8.49 -0.79 -4.06  0.07
H 10.40 6.20 0.92  0.07
H -2.08 2.01 -0.14  0.17
H 7.52 -5.39 -6.35  0.10
H 5.83 3.84 0.93  0.09
H 0.72 -0.79 0.79  0.16
H -0.07 -3.09 -1.48  0.05
H 9.11 -7.01 -7.40  0.10

Calculated values
HOMO level: -0.306 hartree
gap between HOMO and LUMO: 0.29785 Ha
total energy: -73008.56633 eV
relative energy (zero: lowest compared OMol25 entry of this formula, charge and spin): 0.000 eV
SMILES: C[Si](C)(C)[C@@H]1[NH2+][C@@H](C(=O)[O-])[C@@H](CCCC(=O)O)O[C@H]1CCCC(=O)O.CCCCCC.CCCCCC.CCCCCC.CCCCCC.CCCCCC

---

3.
The following is a quantum chemistry calculation of a cluster of 2 separate species, C12H20NO2 in total in a non-equilibrium geometry, from the Open Molecules 2025 dataset.

Last column: Löwdin charge in e.
Cartesian coordinates (Å):
O 1.94 1.92 0.10  0.08
O 1.49 -0.45 0.95  -0.11
N -1.08 -1.26 0.02  -0.06
C -1.96 0.69 1.31  -0.12
C -2.31 1.52 0.12  -0.41
C 2.86 1.14 -0.09  -0.36
C -0.05 -1.99 0.07  0.02
C 4.33 1.56 -0.52  0.03
C 0.82 -2.83 -0.34  0.00
C -1.47 -0.59 -1.19  -0.14
C 2.71 -0.28 0.34  -0.21
C 1.74 -3.72 -0.24  0.12
C -1.88 -0.86 1.23  -0.02
C -3.72 1.56 -0.22  -0.08
C -1.53 0.90 -1.05  -0.14
H -2.59 0.80 2.14  0.11
H -1.84 1.27 -2.07  0.15
H 2.20 -4.08 0.66  0.10
H -2.81 -1.45 1.07  0.15
H -1.22 -1.27 2.00  0.14
H 1.05 0.47 0.88  0.11
H -4.41 1.61 0.74  0.14
H 4.40 1.78 -1.61  0.11
H -1.93 2.52 0.04  0.14
H 2.23 -4.07 -1.15  0.09
H -1.05 1.05 1.82  0.13
H 3.34 -0.38 1.27  0.16
H -2.45 -1.03 -1.57  0.16
H 4.50 2.39 0.11  0.06
H -3.87 2.45 -0.79  0.07
H 2.88 -1.17 -0.31  0.14
H -4.00 0.69 -0.90  0.10
H -0.79 -0.86 -1.99  0.13
H 4.90 0.72 -0.01  0.10
H -0.46 1.27 -0.83  0.13

Calculated values
HOMO level: -0.494 hartree
gap between HOMO and LUMO: 0.32643 Ha
charge: +1
total energy: -18342.30971 eV
relative energy (zero: lowest compared OMol25 entry of this formula, charge and spin): 5.119 eV

---

Question: The highest relative energy (zero: lowest compared OMol25 entry of this formula, charge and spin) belongs to which entry?
Answer: C12H20NO2